Computed, not measured: a molecular structure, C20H22N2O4PdS2Sb2Se, with the ωB97M-V functional and the def2-TZVPD basis.

Cartesian coordinates (Å):
1 H -4.02 -3.36 -0.28
2 H 0.82 -1.84 4.25
3 H -2.76 -0.13 2.63
4 C -6.16 1.17 -2.58
5 H -3.25 -2.78 6.48
6 C -3.78 -2.32 -0.02
7 H 0.26 0.67 5.28
8 C 0.82 1.00 4.40
9 C -4.75 0.86 -2.58
10 H -4.19 -1.65 -0.78
11 C -2.56 1.13 -1.54
12 H -2.40 -0.87 -4.29
13 H -4.57 -4.13 4.85
14 O 2.19 0.55 -0.18
15 N -5.63 -0.97 -5.48
16 H -1.36 -2.85 -2.51
17 H 1.86 0.67 4.45
18 C -1.13 -2.61 3.80
19 O 2.46 -0.59 2.24
20 H -1.08 -1.83 5.79
21 C -3.93 1.38 -1.59
22 N -7.28 1.42 -2.57
23 C -2.87 -2.96 5.48
24 C -4.19 0.04 -3.57
25 O 4.05 -1.41 0.20
26 S -0.29 -0.11 -2.53
27 C -1.36 -3.69 1.51
28 C 0.14 -1.95 3.41
29 H -1.89 -4.53 1.07
30 C -5.00 -0.52 -4.63
31 H 0.68 -2.46 2.61
32 H -4.21 -2.08 0.95
33 C -1.87 -3.40 2.89
34 H -2.26 0.09 4.33
35 C -2.83 -0.23 -3.53
36 O 1.38 -1.95 0.19
37 C -1.65 -2.42 5.09
38 C -1.18 -3.37 -1.57
39 Sb -1.65 -2.09 0.07
40 H -0.11 -3.58 -1.49
41 H -1.77 -4.28 -1.50
42 C -3.61 -3.71 4.57
43 Se 2.59 -0.86 0.61
44 H -2.31 1.48 3.20
45 C -3.10 -3.93 3.30
46 Sb -0.04 0.09 2.66
47 C -1.98 0.28 -2.54
48 H 0.78 2.09 4.33
49 S -1.58 1.86 -0.30
50 H -3.66 -4.53 2.59
51 H -4.37 2.01 -0.82
52 H -0.29 -3.88 1.49
53 Pd -0.02 -0.03 -0.02
54 C -2.09 0.41 3.30

Gap between HOMO and LUMO (spin up / spin down), eV: 5.96 / 6.41
Total charge: -2
Spin multiplicity: 3

natural (NBO) charges in e: 0.21, 0.23, 0.22, 0.31, 0.20, -1.03, 0.20, -1.00, -0.19, 0.24, -0.18, 0.22, 0.20, -1.08, -0.38, 0.24, 0.25, 0.08, -1.13, 0.20, -0.20, -0.38, -0.24, -0.19, -1.06, -0.25, -0.78, -0.81, 0.21, 0.31, 0.27, 0.23, -0.06, 0.21, -0.20, -1.13, -0.24, -1.01, 1.26, 0.25, 0.20, -0.24, 2.74, 0.22, -0.21, 1.26, -0.19, 0.22, -0.27, 0.20, 0.23, 0.25, 0.64, -1.06



Computed, not measured: 2 unconnected molecules or ions with the total composition C4H7NO2, with the ωB97M-V functional and the def2-TZVPD basis.

Cartesian coordinates (Å):
1 H 2.15 -0.51 1.49
2 O 1.41 1.35 1.84
3 H -0.14 -1.12 -2.38
4 O -1.78 -0.43 0.53
5 C 1.31 0.15 1.76
6 H -0.11 1.81 -0.13
7 H -0.16 1.38 -1.92
8 C -0.94 -0.18 -0.51
9 H -0.12 -2.16 -0.86
10 C -0.20 -1.16 -1.29
11 H -2.13 0.41 0.84
12 H 0.37 -0.38 1.99
13 C -0.20 1.03 -0.89
14 N 0.55 -0.18 -0.49

Gap between HOMO and LUMO, eV: 10.17
Structure (SMILES): OC12CN1C2.C=O

natural (NBO) charges in e: 0.12, -0.57, 0.19, -0.67, 0.29, 0.23, 0.19, 0.32, 0.21, -0.26, 0.49, 0.11, -0.28, -0.38



Computed, not measured: a molecular structure, H29O15, with the ωB97M-V functional and the def2-TZVPD basis.

Cartesian coordinates (Å):
1 H 0.56 1.94 0.21
2 H 0.21 -0.15 -1.80
3 O -2.40 -0.89 -3.44
4 H 0.71 2.84 -4.02
5 H 0.57 1.04 2.37
6 H -5.16 2.18 0.10
7 H 0.04 -4.69 -3.47
8 H 2.90 -0.40 -0.72
9 O 0.18 2.37 -0.53
10 O -1.60 1.51 3.24
11 H -1.57 -0.43 -3.45
12 O 0.06 5.57 -0.62
13 O 0.64 -1.82 1.47
14 O -0.09 -3.71 -0.03
15 H -4.27 0.92 -0.35
16 O 0.69 -4.11 -3.62
17 O 0.54 1.91 -3.92
18 O 0.12 -0.66 -2.70
19 H -0.05 -0.84 1.11
20 H -1.09 0.45 1.59
21 H 0.05 4.72 -1.09
22 H -1.04 0.80 2.90
23 H -0.31 -1.67 3.39
24 H 0.92 -0.68 -3.10
25 H 1.59 2.25 3.10
26 H -1.36 -1.11 4.16
27 H -0.07 1.73 -1.09
28 H 0.69 -3.16 -3.74
29 H -0.77 -3.96 0.51
30 H 0.08 5.30 0.36
31 H 3.12 -0.75 2.77
32 O -0.75 -1.84 4.15
33 H 2.14 -1.52 -1.82
34 O -5.13 1.30 0.06
35 O 3.67 -1.42 2.44
36 O -0.37 0.50 1.07
37 H -0.94 1.84 3.78
38 O 2.34 -0.53 -1.55
39 H -2.15 -1.47 -2.80
40 H 3.67 -2.02 3.13
41 H 0.00 -2.77 0.54
42 H 1.48 -1.39 1.33
43 H 1.11 1.58 -3.11
44 O 1.07 1.23 3.23

Gap between HOMO and LUMO (spin up / spin down), eV: 10.13 / 4.64
Spin multiplicity: 2

natural (NBO) charges in e: 0.47, 0.49, -0.94, 0.48, 0.47, 0.46, 0.49, 0.50, -0.90, -0.90, 0.48, -0.95, -0.73, -0.82, 0.48, -0.99, -0.95, -0.95, 0.46, 0.45, 0.48, 0.41, 0.45, 0.47, 0.49, 0.46, 0.46, 0.50, 0.45, 0.47, 0.47, -0.91, 0.51, -0.94, -0.94, -0.77, 0.48, -1.01, 0.45, 0.47, 0.47, 0.50, 0.47, -1.01